Formula: C27H58NP3V
Source: the Open Molecules 2025 dataset
Level of theory: ωB97M-V/def2-TZVPD

- 2S+1: 2
- Total charge: +2
- E_tot: -3085.6581 a.u.
- Expectation value of S²: 0.89

Atoms and positions in Å:
P 0.931508 -3.168209 -1.041381
P 0.991786 2.111079 -1.031207
C 0.155231 -1.467334 -1.346575
C 1.152393 -0.310737 -1.370041
H -0.570924 -1.377935 -0.479797
H -0.436627 -1.552926 -2.255746
H 1.967244 -0.449679 -0.651129
H 1.619727 -0.161404 -2.348003
C -0.706622 2.791390 -1.369307
H -1.054569 3.456322 -0.554684
H -1.513274 2.041780 -1.559861
H -0.598801 3.419145 -2.272279
C 2.029024 3.021023 -2.221482
H 1.962197 2.648008 -3.256454
H 3.058540 2.899537 -1.864075
H 1.768872 4.090442 -2.189672
C -0.115528 -4.291144 -1.961528
H -0.054027 -5.270107 -1.464274
H 0.216970 -4.393871 -2.998937
H -1.146318 -3.910724 -1.950565
C 2.649790 -3.097944 -1.486835
H 3.055521 -2.092082 -1.349335
H 2.794485 -3.397961 -2.534202
H 3.203738 -3.803019 -0.845153
V -0.757728 0.434602 -0.854992
C -0.132827 1.040075 -3.979752
C -1.473952 0.986769 -3.942348
C -2.251647 0.341645 -5.059458
C -1.668027 -1.007437 -5.536950
C -0.878019 -1.761227 -4.511996
C 0.462889 -1.739963 -4.404894
C 1.338790 -0.743639 -5.096395
C 0.751920 0.695974 -5.140784
C 0.695528 -3.567222 0.668048
H 0.422955 1.425825 -3.112646
H -2.089651 1.542947 -3.220445
H -2.272620 1.016804 -5.933190
H -3.291363 0.208103 -4.749001
H -2.510333 -1.641049 -5.854322
H -1.052989 -0.802821 -6.425954
H -1.482946 -2.432007 -3.903692
H 1.009655 -2.565644 -3.931637
H 1.574575 -1.077428 -6.122379
H 2.312200 -0.713730 -4.581054
H 1.617923 1.387051 -5.131021
H 0.259787 0.839595 -6.112790
H 1.660239 -3.785066 1.148408
H 0.024190 -4.442844 0.785639
H 0.238980 -2.685605 1.134951
C -2.075947 -1.545487 2.978749
C -0.853020 -0.870656 3.612589
C -1.135386 -0.539670 5.106476
C 0.286043 -1.901205 3.692873
P -0.479428 0.633901 2.524686
N -0.864735 0.400252 0.891713
C -1.551085 2.061077 3.120736
C -1.036098 2.722179 4.428664
C -1.625325 3.139848 2.035413
C -2.989478 1.552810 3.327047
C 1.348583 1.045342 2.777278
C 1.819530 1.039888 4.250435
C 2.215596 0.046816 2.004855
C 1.622560 2.438368 2.191619
H -2.138552 -2.567953 3.375379
H -1.977478 -1.604552 1.884496
H -3.016207 -1.041758 3.219466
H -1.268747 -1.504451 5.609658
H -0.282537 -0.049149 5.595478
H -2.042532 0.037666 5.301485
H 0.635958 -2.193950 2.701788
H 1.133240 -1.578815 4.309183
H -0.150668 -2.785117 4.181921
H -0.090444 3.265161 4.287796
H -1.782708 3.481337 4.716551
H -0.944863 2.031084 5.281112
H -2.153745 2.755499 1.148167
H -2.213995 3.976669 2.453323
H -0.642329 3.538842 1.750167
H -3.365580 1.061836 2.418018
H -3.118205 0.882228 4.186852
H -3.621696 2.435317 3.521164
H 1.762097 0.050306 4.719442
H 2.885837 1.320651 4.236361
H 1.296945 1.774817 4.878515
H 1.820121 -0.082961 0.993626
H 3.230206 0.467961 1.936061
H 2.302037 -0.927746 2.498052
H 1.370885 2.483898 1.106655
H 1.116184 3.245962 2.736010
H 2.707114 2.616438 2.281356

Forces on atoms 1 to 3 (eV/Å):
P -1.655 1.616 -0.652
P -1.294 0.761 1.808
C 1.637 -1.416 0.190

***

Formula: C20H28BrN3O5PtS
Source: the Open Molecules 2025 dataset
Level of theory: ωB97M-V/def2-TZVPD

- Energy above the lowest of the compared OMol25 structures with the same formula, charge and spin: 81.3 kcal per mole
- Total charge: +2

Atoms and positions in Å:
Pt -0.214985 -0.132478 -0.187459
C -0.095363 1.360836 8.410279
C -0.056058 1.090698 6.949050
C -1.237970 0.834902 6.236058
C -1.209678 0.646291 4.873590
C 0.026249 0.645663 4.221216
C 1.211599 0.943423 4.889693
C 1.165955 1.127428 6.251902
S 0.079983 0.137481 2.512571
C -0.385161 -1.632957 2.746875
O 1.467097 0.125834 2.083774
H -1.114190 1.481074 8.768292
H 0.487915 2.248905 8.655872
H 0.366228 0.529885 8.950655
H -2.180776 0.795846 6.763523
H -2.130435 0.484233 4.327949
H 2.146705 0.974162 4.348197
H 2.083186 1.304840 6.797131
H 0.371317 -2.080432 3.386198
H -0.410003 -2.113081 1.772734
H -1.369724 -1.669460 3.204494
C 0.860018 -2.241062 -2.507811
N 2.235365 -1.993951 -2.115333
C 2.588864 -0.990853 -1.303587
N 3.880803 -0.822245 -0.999514
O 1.751145 -0.184825 -0.816530
H 0.843220 -3.045247 -3.236917
H 0.423304 -1.350425 -2.964863
H 0.247678 -2.545258 -1.649781
H 2.943404 -2.626106 -2.450606
H 4.622507 -1.343698 -1.432706
H 4.121344 -0.068177 -0.378797
C -3.974797 0.000582 1.413510
C -3.258640 -0.286438 0.078821
C -3.262766 0.957606 -0.808123
C -3.952339 -1.465305 -0.625119
O -1.946390 -0.676506 0.401900
H -5.010477 0.272661 1.223675
H -3.475021 0.824136 1.926847
H -3.951946 -0.887700 2.044747
H -4.283129 1.239298 -1.056971
H -2.714004 0.759059 -1.730677
H -2.784867 1.787739 -0.289178
H -5.015218 -1.260051 -0.725673
H -3.815944 -2.377880 -0.046555
H -3.517703 -1.611390 -1.613601
Br 0.062019 7.133383 -2.247481
C 0.033884 6.171400 -0.631934
C 0.060598 6.849789 0.591014
N 0.036602 6.184982 1.725776
C -0.026574 4.873926 1.785912
C -0.065948 4.128105 0.611460
C -0.027399 4.788752 -0.609661
C -0.177147 2.615576 0.661814
O -0.282437 2.057284 1.781490
O -0.191097 2.057307 -0.476590
H 0.106697 7.930308 0.643707
H -0.051638 4.405439 2.761372
H -0.053060 4.221192 -1.528731

Forces on atoms 1 to 3 (eV/Å):
Pt -1.058 0.808 -0.406
C 0.062 -0.136 0.126
C -0.031 0.141 -0.217

***

Formula: C3H13N3
Source: the Open Molecules 2025 dataset
Level of theory: ωB97M-V/def2-TZVPD

- Energy above the lowest of the compared OMol25 structures with the same formula, charge and spin: 22.8 kcal per mole
- Total charge: +2

Atoms and positions in Å:
C 3.429412 0.148805 1.485267
C 4.153614 -1.125429 -0.530684
C -10.183092 -0.042828 -1.639997
N -10.236805 -0.939657 -0.788653
N 6.793204 1.152529 0.590606
N 4.265891 -0.158581 0.307591
H 4.005144 0.758351 2.177186
H 2.508471 0.671598 1.237037
H 2.939401 -0.764280 1.956336
H 4.982940 -1.331298 -1.184073
H 3.087986 -1.606201 -0.625414
H 5.196012 0.298578 0.341566
H -10.321447 -0.187810 -2.693328
H -9.948038 0.957655 -1.432784
H -9.920881 -0.823601 0.199570
H -10.544938 -1.836918 -1.073318
H 6.433603 1.822561 1.203958
H 7.608189 0.633543 0.958431
H 6.833378 1.550523 -0.371963

Forces on atoms 1 to 3 (eV/Å):
C -1.792 -0.984 0.126
C -3.133 0.749 0.661
C 0.246 1.527 -1.924

***

Formula: C3H3NO2
Source: the Open Molecules 2025 dataset
Level of theory: ωB97M-V/def2-TZVPD

- Energy above the lowest of the compared OMol25 structures with the same formula, charge and spin: 36.7 kcal per mole
- SMILES: O=C1COC=N1

Atoms and positions in Å:
O 1.985600 -0.752149 -0.396429
C 0.817995 -0.457452 -0.399958
C 0.382553 0.863177 0.167505
O -0.995292 0.619823 0.512466
C -1.253786 -0.610719 0.015710
N -0.314785 -1.288286 -0.531305
H 1.211462 0.798504 0.895445
H 0.443445 1.793851 -0.396524
H -2.277188 -0.966747 0.133091

Forces on atoms 1 to 3 (eV/Å):
O -0.400 -0.605 -0.902
C 0.714 -0.242 -0.154
C 0.374 -0.059 -0.162